Formula: C23H29F5NO2P2STi
Source: the OMol25 dataset
Level of theory: the ωB97M-V functional and the def2-TZVPD basis

- E: -3528.6182 a.u.
- ⟨S²⟩: 0.76
- Multiplicity: 2
- Total charge: 0
- Kohn-Sham gap (alpha / beta): 6.7 / 6.8 eV

CARTESIAN COORDINATES (ANGSTROEM)
C -0.75837 3.84177 -2.15275
C -1.01392 2.54773 -1.60528
N -0.12949 2.08898 -0.61413
C 0.87746 2.89183 -0.19196
C 1.02051 4.20732 -0.59235
C 0.19779 4.67717 -1.60706
C -2.13497 1.75210 -1.92511
P -2.35560 0.09828 -1.27061
Ti -0.32802 0.08166 0.17701
P 2.22261 0.55844 0.67253
C 1.85695 2.32180 0.82982
C -0.02002 -2.17908 -0.14760
C -1.10679 -2.91520 0.32474
C -1.03125 -4.31077 0.47971
C 0.08956 -5.01770 0.05655
C 1.11385 -4.30353 -0.56479
C 1.03456 -2.90823 -0.71958
O -0.68354 1.26891 -6.59677
O 0.95236 -3.11956 -5.11003
H -1.34145 4.11201 -3.03744
H 1.79743 4.80267 -0.12900
H 0.31641 5.68953 -1.95689
C -4.02198 0.40652 -0.46462
C -2.83408 -1.11177 -2.57617
H 2.84930 2.78096 0.75620
H 1.46748 2.45090 1.85120
H -1.23116 1.18277 -5.83718
H -2.93039 2.26899 -2.47791
C 2.75970 -0.13862 2.21165
C 3.67478 0.48009 -0.45596
H -2.04977 -2.41237 0.55395
H -1.85289 -4.85142 0.94392
H 0.15454 -6.09913 0.19530
H 1.98718 -4.84801 -0.91925
H 1.79198 -2.39478 -1.31630
H 0.94493 -0.13351 -1.09786
H 0.24148 -3.17354 -4.49056
H 1.04606 -2.21466 -5.38672
H 0.20524 1.19918 -6.24644
H 1.60329 0.27235 -1.17386
H -4.74497 0.53529 -1.28399
H -4.34164 -0.41180 0.19976
H -3.93397 1.33315 0.12135
H -3.66387 -0.77446 -3.20633
H -1.98286 -1.31750 -3.23117
H -3.12622 -2.06136 -2.11431
H 4.47782 0.99619 0.07853
H 3.93475 -0.56932 -0.67642
H 3.46415 0.98981 -1.41173
H 3.74109 0.30823 2.41433
H 2.03959 0.12118 2.99442
H 2.81433 -1.23392 2.11921
F 0.66410 -0.05897 7.22335
C 0.29352 0.05533 5.93839
C 0.17761 1.32718 5.36467
F 0.48683 2.44019 6.07235
C -0.33482 1.43369 4.07824
F -0.33516 2.65259 3.46274
C -0.83309 0.31670 3.37320
S -1.83086 0.50721 1.95149
C -0.56937 -0.94942 3.94057
F -0.77981 -2.07146 3.20059
C -0.05359 -1.09519 5.22171
F 0.05469 -2.32341 5.78060

Mulliken population analysis, charges in e, atoms 1 to 2:
1. C -1.206
2. C 0.758


Formula: C23H29FHgN3O3P
Source: the OMol25 dataset
Level of theory: the ωB97M-V functional and the def2-TZVPD basis

- E: -1877.5038 a.u.
- Total charge: +2
- Kohn-Sham gap: 1.7 eV

CARTESIAN COORDINATES (ANGSTROEM)
C 1.61576 -3.46926 2.56398
C 1.35048 -1.93780 2.15266
C 0.00880 -1.91287 1.32412
C -0.31748 -0.55386 0.63912
C 0.39730 0.70894 0.82563
C 0.00816 1.95472 0.07445
C 0.82409 3.26394 0.26683
C 0.06010 4.42727 1.03843
C 0.91067 4.74297 2.33964
F 1.09605 3.51434 3.04725
C -1.15942 1.95757 -0.90329
P -1.71210 3.44091 -1.88114
N -2.67553 4.39732 -1.03710
C -1.87298 0.69949 -1.05656
C -1.46296 -0.53759 -0.32619
C -2.42847 -1.67769 -0.77052
O -2.26478 -2.86884 -0.78546
N -3.57175 -0.90602 -1.21663
C -4.64886 -1.68205 -1.85851
C -5.58428 -2.33301 -0.71196
N -6.98725 -1.95392 -0.93408
C -3.11834 0.29221 -1.90658
O -3.62147 0.79400 -2.86593
O 2.48157 -1.37112 1.48202
C 2.73957 -1.98333 0.21845
C 4.02650 -1.25597 -0.34911
C 3.84478 -0.00266 -1.15807
C 5.06869 0.66682 -1.62710
C 6.42364 0.11740 -1.28801
C 6.56232 -1.13481 -0.50646
C 5.36337 -1.81376 -0.03214
H 2.70469 -3.73845 2.42618
H 1.26424 -3.70510 3.59991
H 1.04736 -4.12507 1.84884
H 1.16745 -1.40828 3.13150
H -0.85854 -2.22746 1.98375
H 0.05544 -2.71179 0.51992
H 1.25264 0.70980 1.54928
H 1.82034 3.00151 0.72212
H 1.07026 3.65572 -0.76830
H 0.14755 5.35714 0.39831
H -1.01926 4.22701 1.24849
H 0.45561 5.52586 2.99567
H 1.93061 5.06226 1.96793
H -2.35907 2.93921 -3.05435
H -0.51122 4.10995 -2.30260
H -2.79108 3.97625 -0.10189
H -4.15243 -2.55538 -2.37938
H -5.29208 -1.08638 -2.55127
H -5.53168 -3.47802 -0.78887
H -5.19126 -2.06656 0.32922
H -7.37821 -2.52115 -1.69586
H -7.57060 -2.15063 -0.11580
H 1.94046 -1.82966 -0.55654
H 3.00451 -3.07406 0.26626
H 2.84782 0.43139 -1.40002
H 5.06754 1.61564 -2.21324
H 7.37560 0.62370 -1.60400
H 7.54527 -1.58994 -0.21182
H 5.44313 -2.73783 0.58466
Hg -4.84127 -3.81306 1.41413

Mulliken population analysis, charges in e, atoms 1 to 2:
1. C -1.316
2. C 0.229


Formula: C23H29GeN2O2PtSe
Source: the OMol25 dataset
Level of theory: the ωB97M-V functional and the def2-TZVPD basis

- E: -5751.4914 a.u.
- Total charge: -1
- Energy relative to the best compared isomer or geometry (same formula, charge and spin): 1.396 eV
- Kohn-Sham gap: 5.2 eV

CARTESIAN COORDINATES (ANGSTROEM)
Pt -0.99218 2.52242 1.41962
O 0.33444 3.52287 -2.48158
C 0.01563 2.91929 -1.45151
O -0.97063 3.17716 -0.71588
C 1.07386 0.96205 -0.04985
C 1.74881 -0.26565 -0.21906
C 2.16687 -0.99443 0.85941
C 1.91612 -0.52506 2.15856
C 2.36741 -1.16902 3.32845
C 2.05396 -0.67088 4.56839
C 1.25802 0.47434 4.68871
C 0.80771 1.12625 3.55988
C 1.14260 0.66202 2.27708
N 0.72736 1.37237 1.17530
H 1.97268 -0.62894 -1.21100
H 2.68951 -1.93248 0.71502
H 2.96423 -2.06983 3.23442
H 2.42863 -1.17510 5.45177
H 1.00042 0.85573 5.66813
H 0.18516 2.01907 3.61745
C -2.62121 -2.12191 2.37777
Ge -3.01141 -2.37992 0.46363
C -1.31572 -2.64943 -0.49003
C -4.19646 -3.95521 0.21376
C -3.92458 -0.81570 -0.31419
Se -2.81729 0.82537 -0.18525
C -3.55531 1.38183 1.54389
H -2.14628 -3.01756 2.78305
H -3.52221 -1.91774 2.95681
H -1.92656 -1.28760 2.49615
H -0.81282 -3.55556 -0.14690
H -0.65835 -1.80084 -0.30117
H -1.47640 -2.72657 -1.56668
H -3.72459 -4.86453 0.59157
H -4.41285 -4.09801 -0.84609
H -5.14270 -3.81721 0.73874
H -4.89470 -0.61497 0.14374
H -4.08734 -0.99496 -1.37943
H -3.44035 0.58105 2.26867
H -4.60361 1.65645 1.43307
H -2.97968 2.27921 1.88159
C -0.16880 0.44856 -3.50340
C 1.29740 0.73587 -3.36504
C 2.22202 0.34008 -4.32417
C 3.56043 0.68149 -4.20363
C 3.98013 1.47427 -3.14602
C 3.08028 1.88106 -2.16885
C 3.49285 2.78730 -1.04388
C 1.75189 1.46359 -2.26324
N 0.85219 1.75642 -1.18146
H -0.36394 -0.28691 -4.28457
H -0.67793 1.38223 -3.75515
H -0.60039 0.10203 -2.56235
H 1.89264 -0.24582 -5.17516
H 4.27991 0.33799 -4.93771
H 5.01641 1.78400 -3.06967
H 4.52192 3.12191 -1.17493
H 3.40644 2.28845 -0.07539
H 2.83638 3.65911 -1.02140

Mulliken population analysis, charges in e, atoms 1 to 2:
1. Pt 0.179
2. O -0.687


Formula: C23H29N3O2
Source: the OMol25 dataset
Level of theory: the ωB97M-V functional and the def2-TZVPD basis

- E: -1207.9457 a.u.
- Total charge: 0
- Energy relative to the best compared isomer or geometry (same formula, charge and spin): 19.478 eV
- Kohn-Sham gap: 8.3 eV

CARTESIAN COORDINATES (ANGSTROEM)
C -5.79045 -1.13124 2.20100
C -5.13404 -0.25525 1.03768
C -5.63026 1.11942 0.80488
C -5.19815 1.80298 -0.18625
C -4.19123 1.20338 -1.09785
C -3.75800 0.01119 -0.69373
C -4.33111 -0.83394 0.41420
H -3.88332 -1.68120 0.29892
O -2.72655 -0.23294 -1.66308
C -2.03260 -1.57056 -1.41093
C -0.96867 -1.42762 -2.36788
H -1.39043 -1.37992 -3.50069
H -0.46211 -2.81011 -2.42536
C 0.18608 -0.48212 -2.06557
N 0.72003 -0.74633 -0.91989
C 0.44596 -0.00992 0.45409
N 1.17140 -0.59698 1.43506
C 1.76619 -1.61177 1.04906
C 2.72743 -2.32624 1.60704
C 3.15887 -3.43200 1.09045
C 2.91058 -3.66280 -0.48309
C 2.02454 -2.70808 -0.95206
C 1.55712 -1.63991 -0.35560
H 1.91715 -2.89204 -1.99224
H 3.42818 -4.31519 -1.14246
H 3.91606 -4.15385 1.47832
H 2.81884 -2.47037 2.72093
C -0.23341 1.44726 0.32374
H -0.54343 1.48120 1.51559
H -1.18972 1.13561 -0.08919
C 0.53904 2.54440 -0.34096
N 1.86976 2.43037 0.02297
C 2.92501 1.98028 -0.59222
O 2.68500 1.42098 -1.77047
C 4.23826 1.85510 0.04280
C 4.41611 0.90953 1.00128
H 5.38186 0.68560 1.26285
H 3.61313 0.76136 2.00829
H 4.21845 -0.16888 0.41688
C 4.47997 3.34350 0.87958
H 4.10228 3.22535 1.86510
H 4.24952 4.15458 0.39964
H 5.55277 3.18576 1.07983
H 4.93805 1.65499 -0.75307
H 1.95841 2.65383 1.06164
H 0.72076 2.25104 -1.38837
H 0.13659 3.28100 -0.00855
H -0.15100 0.27298 -2.14084
H 0.99775 -0.54959 -2.94281
H -2.93143 -2.25542 -1.55203
H -1.67568 -1.59080 -0.42071
H -3.76410 2.03689 -1.77444
H -5.46152 2.88864 -0.41866
H -6.53459 1.30994 1.54170
H -6.64317 -0.78715 2.64095
H -5.07695 -1.13631 3.13644
H -6.06924 -2.18866 1.65810

Mulliken population analysis, charges in e, atoms 1 to 2:
1. C -1.343
2. C 0.662